(1)
A molecular structure, C35H52BClN11OPbS, computed with ωB97M-V/def2-TZVPD.

Geometry as XYZ:
```
103
Properties=species:S:1:pos:R:3
H 3.714 -4.648 -2.864
H -2.109 2.741 4.002
C 0.006 -4.573 1.681
C 0.641 6.496 -2.329
H 0.797 -4.335 2.383
H -2.851 -5.436 -0.754
C 3.503 1.722 -1.141
H 5.084 -1.672 -0.639
C 1.679 -5.871 0.294
H 5.603 -3.746 0.268
H 1.662 -6.965 0.284
H 3.189 -5.999 -1.214
C -3.853 2.721 -1.459
H -3.165 2.444 -2.255
C 0.802 6.919 0.240
H -4.728 -2.799 -2.523
C 4.794 -4.264 -0.249
Pb -0.161 2.762 -1.698
H 0.559 -3.819 -2.137
N 1.189 -1.672 -3.392
H -5.449 -0.906 1.685
H 1.451 5.768 3.266
N 0.897 0.252 -2.276
H 0.858 1.543 3.954
C 2.622 1.835 0.060
C -4.680 -1.716 -2.670
N -1.833 2.912 -0.038
H -5.994 -2.178 -0.247
H 3.556 -1.264 -1.405
H -0.073 3.814 2.819
H -0.589 -6.337 -1.134
C -3.723 3.047 1.120
H -5.552 -1.396 -3.240
H 1.655 6.792 -2.600
C 2.260 -5.442 -1.065
H -0.018 7.334 -2.554
C -0.768 -5.691 -0.282
C 0.281 -5.375 0.579
H 3.047 1.154 -1.946
H 4.481 -5.095 0.384
H 5.218 -4.675 -1.169
C 0.594 6.093 1.327
H 0.929 0.125 -4.429
H 2.350 -2.003 0.691
H 2.620 1.536 4.085
N -1.523 3.136 1.264
H -4.622 1.950 -1.415
N 0.972 2.518 1.316
C -5.281 -0.358 0.759
C -2.273 -4.361 1.006
C -5.778 -1.131 -0.473
H -1.468 -3.428 2.756
H 3.922 -2.347 1.392
N 0.220 4.899 -0.501
O 3.014 -3.991 -2.780
C -2.657 3.225 1.984
H 4.677 -2.343 -2.225
N 1.205 -1.889 -2.060
C -2.675 3.493 3.452
H -6.672 -0.687 -0.912
C 2.967 1.572 1.387
H 2.341 -5.598 1.114
C 4.272 -2.069 -1.253
N -4.654 -1.035 -1.397
H 1.587 -5.793 -1.851
H 1.023 7.441 2.905
H -5.758 0.622 0.842
H 4.440 1.244 -0.864
N 0.243 4.876 0.861
C 1.771 2.047 3.636
H 1.739 3.065 4.024
C -3.158 2.865 -0.147
S -2.027 -0.373 -1.483
C 1.004 -0.379 -3.479
C 1.036 -0.737 -1.413
C 2.564 -3.963 -1.426
H 3.889 1.146 1.744
H 3.738 2.720 -1.518
C -1.264 -4.056 1.900
H 0.977 -0.657 -0.341
C -2.042 -5.189 -0.080
H -3.701 3.482 3.811
H -4.339 3.661 -1.726
C 1.910 2.033 2.152
C 1.215 -3.231 -1.498
C 0.559 6.125 -0.886
H 1.092 7.956 0.264
Cl -3.871 -3.717 1.264
H -3.218 0.322 1.016
N 1.399 2.369 0.028
C -3.553 -0.559 -0.796
H 0.350 5.662 -2.968
C 3.655 -3.275 -0.532
H -3.775 -1.467 -3.217
B -0.099 3.592 1.650
H 2.671 -3.579 1.409
H -0.238 6.271 3.296
C 3.105 -2.781 0.811
N -3.861 -0.226 0.471
H -2.242 4.466 3.682
H -4.770 3.079 1.372
H 0.750 -3.161 -0.519
C 0.713 6.406 2.780
```

* HOMO: -10.576 eV
* DFT total energy: -84859.51652 eV
* molecular weight: 928.41 g mol⁻¹
* energy relative to the best compared isomer or geometry (same formula, charge and spin): 22.7 kJ/mol
* total charge: +1

***

(2)
11 unconnected molecules or ions with the total composition C35H52N14O3 at a distorted geometry, computed with ωB97M-V/def2-TZVPD.

Geometry as XYZ:
```
104
Properties=species:S:1:pos:R:3
H 9.879 14.429 17.085
H 17.003 12.663 8.532
H 15.845 10.907 10.458
H 14.003 9.173 16.896
H 13.042 12.584 11.536
H 16.769 12.730 13.933
H 17.021 17.730 16.841
C 13.238 9.837 17.225
H 13.860 10.265 19.296
H 16.847 10.067 11.638
N 10.868 7.638 12.975
C 9.622 13.287 9.793
H 13.369 18.957 11.354
N 16.413 10.935 11.310
H 13.954 13.082 5.666
H 14.970 17.186 12.834
H 11.482 11.515 19.591
C 8.712 12.097 9.939
H 7.224 11.710 11.540
N 8.521 13.446 11.735
H 12.480 16.499 14.094
H 14.264 14.890 12.167
C 13.381 17.840 11.405
H 9.760 8.835 10.225
N 15.548 12.675 6.824
H 11.709 10.039 15.572
C 14.187 16.980 12.147
C 10.558 7.723 11.658
O 15.194 12.746 12.030
C 11.938 10.988 18.722
H 12.982 16.513 16.746
C 16.100 11.965 12.212
N 12.159 12.315 11.951
C 13.992 8.085 9.667
H 12.199 14.830 10.726
N 13.353 10.455 12.717
H 11.722 17.392 10.082
H 8.482 11.498 14.334
H 10.295 13.409 8.957
N 9.470 13.005 15.509
H 10.744 8.434 13.646
H 16.390 10.006 8.343
C 13.036 14.253 16.498
H 12.457 9.398 9.820
C 8.448 12.172 15.163
H 14.915 13.849 9.849
C 17.781 15.891 14.220
H 13.388 9.668 13.324
O 11.216 10.632 13.290
H 10.257 11.036 17.365
C 14.287 10.160 8.903
C 9.511 14.050 10.956
H 12.547 14.117 13.360
H 8.360 13.666 12.714
H 15.135 16.289 15.978
C 16.007 12.904 8.185
C 13.970 13.792 7.836
H 11.228 6.692 13.274
H 13.026 14.342 7.896
C 7.465 12.247 16.156
C 15.277 8.173 9.084
C 12.166 11.145 12.713
H 13.979 10.609 11.980
C 17.094 17.150 15.939
H 15.892 14.811 14.111
C 12.673 15.732 11.114
H 10.294 13.063 14.945
C 9.191 13.658 16.674
N 16.912 12.037 13.232
H 11.294 12.470 11.414
H 6.631 11.574 16.270
N 11.252 10.849 17.519
C 12.878 15.645 16.118
C 12.434 17.016 10.762
N 13.745 15.705 11.934
H 13.443 7.219 9.991
O 10.495 6.791 10.885
N 12.419 14.365 14.358
H 13.162 13.812 17.522
H 10.023 9.806 11.576
H 12.655 12.446 15.224
C 15.460 9.555 8.660
C 14.316 13.193 6.642
C 18.207 16.847 15.191
H 17.819 11.571 13.105
C 13.119 10.433 18.499
C 8.067 12.277 11.138
C 14.946 13.577 8.799
C 12.026 10.213 16.592
C 12.644 13.510 15.405
C 16.450 15.641 14.484
N 16.080 16.422 15.553
C 7.961 13.284 17.076
C 12.542 15.656 14.766
H 19.259 17.190 15.302
N 13.420 9.283 9.512
H 8.332 11.425 9.144
H 16.087 12.032 6.241
N 10.303 8.981 11.050
H 7.307 13.709 17.870
H 15.923 7.318 8.966
H 18.300 15.334 13.464
H 14.056 11.227 8.823
H 10.117 14.820 11.340
```

* HOMO: -8.279 eV
* structure (SMILES): c1cc[nH]c1.c1cc[nH]c1.c1cc[nH]c1.c1cc[nH]c1.c1cc[nH]c1.c1cc[nH]c1.c1cc[nH]c1.c1cc[nH]c1.NC(N)=O.NC(N)=O.NC(N)=O
* DFT total energy: -64142.85958 eV
* molecular weight: 716.90 g mol⁻¹
* energy relative to the best compared isomer or geometry (same formula, charge and spin): 71.1 kJ/mol

***

Q: Number 1 is which compound?
A: C35H52BClN11OPbS

***

Q: Which value of DFT total energy does entry 2 give?
A: -64142.85958 eV